Entry 1:
Below is C19H18N4O3S2 in the gas phase, with properties calculated with ωB97M-V/def2-TZVPD.

For the frontier orbital gap, the calculation gives 8.12 eV. As for the energy relative to the best compared isomer or geometry (same formula, charge and spin): 150.9 kJ/mol. For the energy, the calculation gives -1975.9237 hartree.

Each line ends with the Löwdin charge.
CARTESIAN COORDINATES (ANGSTROEM)
1 O 3.285 -0.944 0.760  -0.322
2 S 2.468 -1.742 -0.135  0.741
3 O 2.177 -3.087 0.276  -0.283
4 C 3.202 -1.761 -1.765  -0.279
5 C 2.478 -2.339 -2.789  -0.061
6 C 3.017 -2.348 -4.065  -0.065
7 C 4.262 -1.782 -4.294  -0.076
8 C 4.974 -1.203 -3.255  -0.070
9 C 4.439 -1.188 -1.977  -0.055
10 C 0.972 -0.827 -0.325  -0.273
11 N -0.081 -1.155 -1.132  0.182
12 C -0.989 -0.254 -0.901  -0.337
13 C -2.282 -0.168 -1.490  -0.441
14 C -2.867 -1.065 -2.349  -0.104
15 C -4.159 -0.673 -2.733  -0.183
16 C -4.538 0.508 -2.170  -0.396
17 S -3.328 1.171 -1.155  1.077
18 O -0.597 0.679 0.024  0.126
19 C 0.650 0.309 0.382  -0.281
20 N 1.389 1.058 1.233  0.067
21 C 0.711 1.775 2.292  -0.169
22 C 0.244 0.842 3.420  -0.142
23 C -0.927 1.437 4.209  -0.142
24 N -2.088 1.588 3.373  -0.101
25 C -2.577 2.752 2.847  -0.083
26 C -3.634 2.398 2.061  -0.187
27 N -3.799 1.050 2.087  0.046
28 C -2.863 0.596 2.871  -0.178
29 H 1.511 -2.764 -2.572  0.109
30 H 2.467 -2.794 -4.880  0.107
31 H 4.681 -1.793 -5.289  0.104
32 H 5.943 -0.763 -3.441  0.106
33 H 4.960 -0.746 -1.142  0.111
34 H -2.371 -1.962 -2.668  0.114
35 H -4.784 -1.243 -3.396  0.102
36 H -5.466 1.030 -2.291  0.062
37 H 2.266 0.594 1.462  0.115
38 H -0.152 2.270 1.840  0.111
39 H 1.393 2.536 2.676  0.127
40 H -0.080 -0.104 2.977  0.115
41 H 1.070 0.627 4.099  0.117
42 H -1.174 0.777 5.047  0.128
43 H -0.655 2.418 4.606  0.129
44 H -2.150 3.705 3.082  0.114
45 H -4.282 3.022 1.479  0.089
46 H -2.716 -0.438 3.113  0.129

Entry 2:
Below is a gas-phase ion, C19H18N5O2 (charge +1), with properties calculated with ωB97M-V/def2-TZVPD.

For the frontier orbital gap, the calculation gives 6.84 eV. As for the total charge: +1. For the energy, the calculation gives -1158.9412 hartree.

Each line ends with the Löwdin charge.
CARTESIAN COORDINATES (ANGSTROEM)
1 H -2.162 4.227 -6.424  0.041
2 N -1.689 3.880 -7.251  0.126
3 C -0.826 2.974 -7.033  -0.485
4 N -0.061 2.528 -8.070  0.122
5 C -0.504 2.388 -5.702  -0.154
6 C 0.838 2.140 -5.343  -0.020
7 C 1.148 1.645 -4.109  -0.012
8 C 0.135 1.361 -3.169  -0.146
9 C 0.439 0.849 -1.890  0.058
10 C -0.573 0.588 -1.006  -0.195
11 O -0.400 0.119 0.296  0.080
12 C 0.696 -0.489 0.734  -0.417
13 O 1.684 -0.754 0.097  0.139
14 C 0.567 -0.844 2.185  -0.092
15 C 1.646 -1.481 2.791  0.020
16 C 1.592 -1.838 4.124  -0.022
17 C 0.442 -1.562 4.858  -0.228
18 N 0.350 -1.898 6.241  0.149
19 C 0.688 -3.054 6.805  -0.407
20 N 0.582 -3.192 8.128  0.212
21 N 1.120 -4.074 6.069  0.226
22 C -0.631 -0.905 4.266  0.005
23 C -0.569 -0.549 2.932  0.021
24 C -1.919 0.827 -1.351  0.004
25 C -2.231 1.322 -2.582  -0.011
26 C -1.218 1.605 -3.524  -0.153
27 C -1.506 2.126 -4.799  0.029
28 H 0.341 1.607 -8.019  0.096
29 H -0.347 2.850 -8.980  0.101
30 H 1.618 2.368 -6.054  0.114
31 H 2.177 1.464 -3.834  0.117
32 H 1.471 0.671 -1.633  0.117
33 H 2.526 -1.678 2.199  0.131
34 H 2.454 -2.285 4.597  0.122
35 H -0.088 -1.197 6.824  0.172
36 H 0.835 -4.054 8.582  0.134
37 H 0.299 -2.428 8.718  0.135
38 H 1.354 -4.958 6.489  0.139
39 H 1.115 -4.006 5.063  0.121
40 H -1.510 -0.676 4.848  0.122
41 H -1.399 -0.040 2.468  0.128
42 H -2.683 0.609 -0.622  0.118
43 H -3.260 1.506 -2.851  0.119
44 H -2.538 2.307 -5.068  0.124

Entry 3:
Below is C19H18N6O in the gas phase, with properties calculated with ωB97M-V/def2-TZVPD.

For the frontier orbital gap, the calculation gives 7.46 eV. As for the energy relative to the best compared isomer or geometry (same formula, charge and spin): 264.0 kJ/mol. For the energy, the calculation gives -1138.5499 hartree.

Each line ends with the Löwdin charge.
CARTESIAN COORDINATES (ANGSTROEM)
1 C -5.813 -0.469 0.025  -0.060
2 C -4.491 -1.238 0.014  -0.542
3 C -4.420 -2.115 -1.244  -0.032
4 C -4.400 -2.114 1.271  -0.032
5 C -3.332 -0.269 0.004  -0.116
6 N -3.614 0.984 0.003  0.200
7 N -2.594 1.842 -0.005  -0.013
8 C -2.560 3.210 -0.008  -0.125
9 N -1.329 3.611 -0.015  0.018
10 N -0.509 2.545 -0.017  0.078
11 C -1.266 1.486 -0.010  -0.272
12 N -0.934 0.156 -0.010  0.055
13 N 0.413 -0.028 -0.007  0.118
14 C 1.003 -1.157 -0.024  -0.046
15 C 2.445 -1.273 -0.015  -0.138
16 C 2.940 -2.568 -0.020  -0.029
17 C 4.308 -2.837 -0.010  -0.072
18 C 5.202 -1.801 0.005  -0.024
19 C 4.756 -0.464 0.009  -0.165
20 C 5.687 0.597 0.023  -0.039
21 C 5.268 1.897 0.026  -0.080
22 C 3.897 2.184 0.015  -0.063
23 C 2.966 1.179 0.001  -0.014
24 C 3.362 -0.174 -0.001  -0.094
25 C -1.943 -0.808 -0.005  -0.294
26 O -1.685 -1.997 -0.007  0.077
27 H -6.642 -1.171 0.032  0.087
28 H -5.881 0.164 0.905  0.081
29 H -5.896 0.163 -0.855  0.081
30 H -3.505 -2.698 -1.256  0.075
31 H -5.267 -2.797 -1.256  0.088
32 H -4.460 -1.499 -2.140  0.091
33 H -3.485 -2.698 1.267  0.075
34 H -5.246 -2.795 1.297  0.088
35 H -4.423 -1.498 2.167  0.091
36 H -3.430 3.829 -0.005  0.118
37 H 0.474 -2.108 -0.043  0.112
38 H 2.246 -3.397 -0.031  0.112
39 H 4.651 -3.861 -0.014  0.104
40 H 6.266 -1.993 0.014  0.113
41 H 6.741 0.356 0.031  0.109
42 H 5.986 2.704 0.037  0.102
43 H 3.567 3.212 0.016  0.106
44 H 1.918 1.423 -0.007  0.069

Entry 4:
Below is C19H18N6OS in the gas phase, with properties calculated with ωB97M-V/def2-TZVPD.

For the frontier orbital gap, the calculation gives 8.88 eV. As for the energy relative to the best compared isomer or geometry (same formula, charge and spin): 203.2 kJ/mol. For the energy, the calculation gives -1536.7790 hartree.

Each line ends with the Löwdin charge.
CARTESIAN COORDINATES (ANGSTROEM)
1 C -2.939 -2.412 -4.345  -0.047
2 C -2.605 -1.946 -2.964  -0.268
3 C -1.324 -2.091 -2.444  -0.029
4 C -1.025 -1.643 -1.175  -0.008
5 C -2.002 -1.033 -0.385  -0.148
6 C -1.600 -0.572 0.956  -0.402
7 O -0.461 -0.669 1.358  0.064
8 C -2.686 0.054 1.816  -0.381
9 S -1.973 0.634 3.389  0.985
10 C -0.817 1.702 2.643  -0.654
11 N -1.080 2.543 1.680  0.037
12 N 0.082 3.081 1.294  0.067
13 C 1.033 2.575 2.030  -0.308
14 C 2.488 2.801 1.816  -0.044
15 N 3.055 1.605 1.249  -0.079
16 N 3.987 0.886 1.891  0.035
17 N 4.265 -0.167 1.243  0.067
18 C 3.498 -0.207 0.117  -0.225
19 C 3.401 -1.141 -0.916  -0.013
20 C 2.490 -0.878 -1.909  -0.100
21 C 1.686 0.274 -1.899  -0.091
22 C 1.766 1.212 -0.897  -0.003
23 C 2.688 0.954 0.111  -0.159
24 N 0.516 1.680 2.921  -0.043
25 C 1.175 0.844 3.881  -0.016
26 C -3.290 -0.890 -0.902  -0.016
27 C -3.579 -1.342 -2.173  -0.035
28 H -2.154 -3.047 -4.746  0.076
29 H -3.059 -1.554 -5.007  0.087
30 H -3.877 -2.964 -4.348  0.082
31 H -0.555 -2.560 -3.041  0.111
32 H -0.031 -1.753 -0.769  0.109
33 H -3.460 -0.671 2.064  0.092
34 H -3.120 0.919 1.315  0.082
35 H 3.018 3.003 2.750  0.133
36 H 2.609 3.643 1.128  0.137
37 H 4.017 -2.025 -0.916  0.111
38 H 2.379 -1.575 -2.727  0.100
39 H 0.979 0.420 -2.703  0.106
40 H 1.142 2.091 -0.879  0.103
41 H 0.723 -0.148 3.840  0.083
42 H 1.052 1.250 4.887  0.100
43 H 2.236 0.766 3.647  0.077
44 H -4.070 -0.425 -0.319  0.109
45 H -4.579 -1.225 -2.565  0.115

Entry 5:
Below is a molecular structure, C19H18NO2W, with properties calculated with ωB97M-V/def2-TZVPD.

For the frontier orbital gap (spin up / spin down), the calculation gives 6.42 / 5.40 eV. As for the multiplicity: 3. As for the energy relative to the best compared isomer or geometry (same formula, charge and spin): 0.0 kJ/mol. As for the total charge: +1. For the energy, the calculation gives -1006.8169 hartree.

Each line ends with the Mulliken spin population.
CARTESIAN COORDINATES (ANGSTROEM)
1 C 2.910 2.060 1.998  0.003
2 C 3.481 0.825 1.526  0.020
3 C 2.616 0.299 0.511  0.019
4 H 4.445 0.411 1.808  0.002
5 C 1.522 1.221 0.343  0.015
6 C 1.680 2.284 1.290  -0.017
7 H 1.051 3.168 1.370  0.008
8 H 3.370 2.755 2.692  0.002
9 H 2.818 -0.569 -0.110  0.006
10 H 0.765 1.165 -0.433  0.002
11 C 0.265 -1.420 1.806  -0.060
12 C 0.573 -1.895 3.128  0.111
13 C -0.092 -1.055 4.068  -0.125
14 H 1.158 -2.786 3.353  0.006
15 C -0.814 -0.052 3.356  0.152
16 C -0.614 -0.272 1.949  -0.063
17 H -1.153 0.216 1.138  0.004
18 H 0.496 -1.922 0.868  0.009
19 H -0.121 -1.206 5.144  -0.004
20 H -1.469 0.706 3.784  0.013
21 W 1.519 0.407 2.395  1.752
22 O -0.163 -1.834 -2.002  0.000
23 C 0.559 -0.797 -2.337  0.002
24 C -0.224 0.106 -2.923  0.000
25 H 1.614 -0.797 -2.061  -0.001
26 H 0.243 -2.689 -2.297  0.000
27 H 0.224 1.055 -3.224  0.000
28 H -1.390 1.719 -4.480  0.000
29 C -2.088 0.930 -4.195  0.000
30 C -1.605 -0.060 -3.312  0.000
31 C -2.511 -1.088 -2.952  0.000
32 H -2.225 -1.884 -2.273  0.000
33 C -3.812 -1.125 -3.464  0.000
34 H -4.479 -1.943 -3.180  0.000
35 C -4.267 -0.121 -4.328  0.000
36 H -5.289 -0.133 -4.716  0.000
37 C -3.387 0.914 -4.689  0.000
38 H -3.710 1.715 -5.358  0.000
39 O 3.201 0.636 6.350  0.079
40 C 2.702 0.563 5.273  0.078
41 N 2.201 0.491 4.183  -0.012

Entry 6:
Below is a molecular structure, C19H18O11V, with properties calculated with ωB97M-V/def2-TZVPD.

For the frontier orbital gap, the calculation gives 7.64 eV. As for the energy relative to the best compared isomer or geometry (same formula, charge and spin): 0.0 kJ/mol. As for the total charge: -1. For the energy, the calculation gives -2506.6129 hartree.

Each line ends with the Löwdin charge.
CARTESIAN COORDINATES (ANGSTROEM)
1 O 2.032 -0.327 -0.128  -0.328
2 V 0.941 -0.948 0.827  0.947
3 O 0.259 -2.213 0.144  -0.377
4 C 2.306 -0.800 3.071  -0.845
5 O 2.314 -1.827 2.245  -0.111
6 O 2.879 -0.768 4.156  0.016
7 O 1.530 0.174 2.609  -0.184
8 C -0.947 0.212 -1.551  -0.020
9 C -0.723 0.929 -2.722  -0.003
10 C -0.363 2.265 -2.641  -0.308
11 C -0.269 2.905 -1.421  0.005
12 C -0.538 2.210 -0.263  -0.001
13 C -0.848 0.861 -0.349  -0.314
14 O -1.066 0.130 0.851  -0.029
15 O -0.180 3.043 -3.765  0.039
16 H -1.294 -0.807 -1.652  0.116
17 H -0.813 0.441 -3.684  0.116
18 H -0.032 3.959 -1.367  0.127
19 H -0.547 2.708 0.699  0.121
20 H -1.495 0.731 1.470  0.131
21 H -0.251 2.483 -4.543  0.095
22 C -2.735 -4.154 -0.948  0.007
23 C -3.889 -3.477 -0.547  -0.006
24 C -4.961 -4.183 -0.056  -0.332
25 C -4.866 -5.564 0.082  -0.037
26 C -3.726 -6.234 -0.313  -0.035
27 C -2.656 -5.528 -0.839  -0.323
28 O -1.500 -6.150 -1.224  0.052
29 O -6.089 -3.501 0.368  0.023
30 H -1.926 -3.493 -1.235  0.107
31 H -3.877 -2.396 -0.511  0.118
32 H -5.667 -6.106 0.576  0.112
33 H -3.653 -7.308 -0.186  0.111
34 H -1.550 -7.095 -1.060  0.096
35 H -6.854 -4.062 0.216  0.092
36 C 4.228 3.287 -0.068  -0.016
37 C 3.188 2.673 0.611  0.002
38 C 2.527 3.329 1.645  -0.335
39 C 2.921 4.611 1.998  -0.015
40 C 3.953 5.234 1.298  -0.037
41 C 4.625 4.569 0.294  -0.349
42 O 5.686 5.204 -0.327  0.004
43 O 1.454 2.768 2.243  0.001
44 H 4.796 2.742 -0.815  0.113
45 H 2.813 1.699 0.314  0.087
46 H 2.437 5.150 2.801  0.109
47 H 4.367 6.184 1.618  0.110
48 H 6.460 4.638 -0.376  0.093
49 H 1.598 1.806 2.451  0.054